The following is a DFT calculation (ωB97M-V/def2-TZVPD) of 6 unconnected molecules or ions with the total composition C20H52Br8N6O2P2 in a non-equilibrium geometry.

* Kohn-Sham gap: 9.06 eV
* total charge: 0
* E_LUMO: 0.3 eV
* total energy: -613539.415 eV
* SMILES: CN(C)P(=O)(N(C)C)N(C)C.CN(C)P(=O)(N(C)C)N(C)C.BrCCBr.BrCCBr.BrCCBr.BrCCBr

Geometry (Å):
Br (-1.43990, -4.23339, -6.76464)
C (-2.54580, -2.91017, -5.87806)
C (-1.63972, -1.91783, -5.28537)
Br (-2.61273, -0.60647, -4.21602)
H (-3.23401, -3.30407, -5.18513)
H (-3.12413, -2.44003, -6.66768)
H (-1.13373, -1.23675, -6.00723)
H (-0.84737, -2.26510, -4.59660)
Br (0.97523, -4.48463, 0.62435)
C (2.25380, -2.97854, 0.90624)
C (3.41327, -3.14341, -0.01609)
Br (4.31880, -4.84646, 0.27995)
H (2.45047, -3.02887, 1.97239)
H (1.56897, -2.11577, 0.67220)
H (4.10283, -2.33728, 0.10505)
H (3.18272, -3.05762, -1.07809)
Br (1.43386, -7.95841, -3.21386)
C (3.06714, -6.74942, -3.15255)
C (2.74512, -5.33212, -3.15831)
Br (4.40884, -4.42798, -3.27127)
H (3.67579, -7.04920, -3.97609)
H (3.46478, -7.03741, -2.15409)
H (2.21417, -4.94262, -2.30171)
H (2.18271, -5.08454, -4.09728)
Br (-1.08480, -4.31324, -2.69838)
C (-1.76273, -3.13416, -1.33096)
C (-0.83743, -1.97234, -1.37900)
Br (-1.17277, -0.80578, 0.15476)
H (-1.60262, -3.64762, -0.39818)
H (-2.79082, -2.82406, -1.51609)
H (-1.09237, -1.36291, -2.28202)
H (0.25002, -2.22465, -1.34167)
O (-1.47968, 3.29773, 5.64795)
P (-2.76050, 2.95274, 5.02546)
N (-2.75198, 2.01554, 3.60407)
C (-2.38948, 0.62378, 3.70853)
C (-2.18261, 2.54991, 2.41179)
N (-3.61408, 4.20749, 4.46344)
C (-3.44186, 5.50349, 5.05405)
C (-4.75750, 4.18166, 3.62137)
N (-3.61077, 2.09929, 6.09825)
C (-5.00672, 1.76888, 5.93275)
C (-2.99972, 1.48891, 7.25883)
H (-1.34674, 0.37662, 3.86782)
H (-2.75236, 0.14954, 2.76889)
H (-2.84212, 0.16770, 4.57383)
H (-1.04983, 2.67338, 2.49424)
H (-2.63973, 3.52435, 2.20132)
H (-2.31967, 1.83283, 1.54889)
H (-4.42280, 5.90591, 5.27931)
H (-2.81483, 5.41728, 5.90651)
H (-3.01232, 6.11735, 4.25935)
H (-4.87301, 3.16130, 3.14632)
H (-5.67889, 4.45554, 4.13426)
H (-4.49278, 4.94200, 2.82332)
H (-5.55731, 1.72853, 6.86080)
H (-5.49419, 2.57287, 5.38380)
H (-5.16732, 0.89545, 5.33602)
H (-3.12312, 2.15105, 8.13319)
H (-1.93100, 1.36759, 7.04636)
H (-3.51493, 0.54499, 7.42156)
O (2.13600, -0.86638, -1.31380)
P (2.57216, 0.49362, -1.72630)
N (4.05734, 0.88726, -1.12192)
C (4.48340, 2.26706, -1.05032)
C (5.09005, -0.05545, -1.26600)
N (1.68462, 1.70946, -1.18620)
C (0.59666, 2.26912, -1.93626)
C (1.59583, 2.13956, 0.19781)
N (2.71466, 0.48660, -3.37252)
C (1.93068, -0.52641, -4.04340)
C (2.90847, 1.73471, -4.13829)
H (3.62234, 2.94985, -1.00867)
H (5.08734, 2.45429, -1.94216)
H (5.11146, 2.39296, -0.16283)
H (4.69251, -1.04542, -1.28934)
H (5.82393, 0.04879, -0.41116)
H (5.62622, 0.05982, -2.22678)
H (0.68922, 1.86900, -2.96676)
H (-0.37150, 1.90198, -1.57167)
H (0.70191, 3.34401, -1.95647)
H (2.40873, 1.67576, 0.73186)
H (1.66437, 3.22254, 0.14000)
H (0.63876, 1.91171, 0.69118)
H (1.02472, -0.08808, -4.49966)
H (2.55799, -0.94108, -4.84386)
H (1.60471, -1.21946, -3.33605)
H (3.21263, 2.53996, -3.56790)
H (1.87871, 1.98142, -4.56027)
H (3.49631, 1.50194, -5.02314)

The following is a DFT calculation (ωB97M-V/def2-TZVPD) of a molecular structure, C30H75Br2N4O6PSi2 in a non-equilibrium geometry.

* Kohn-Sham gap: 9.31 eV
* total charge: 0
* E_LUMO: 0.4 eV
* total energy: -215701.427 eV

Geometry (Å):
C (-3.04817, 6.84819, -0.53839)
C (-1.84264, 5.83926, -0.71958)
C (-1.64388, 5.62838, -2.25300)
C (-0.51377, 4.60447, -2.60528)
C (-0.90660, 3.66912, -3.82019)
C (-2.07224, 2.73849, -3.32995)
C (-1.86763, 1.22125, -3.65631)
Si (-0.94691, 0.25222, -2.27290)
C (-1.66312, 0.84209, -0.61453)
C (-3.23127, 0.74267, -0.47048)
N (-3.94838, 2.03051, -0.45759)
C (0.87262, 0.83429, -2.35825)
C (1.70536, 0.23079, -3.54156)
N (2.07009, -1.17639, -3.34856)
N (3.00066, 0.96565, -3.60953)
N (1.08055, 0.42230, -4.87264)
O (-1.17074, -1.41259, -2.64144)
Si (-0.93769, -2.54160, -1.37340)
C (0.62399, -2.32958, -0.32823)
C (1.87320, -3.17729, -0.77547)
C (2.47988, -4.07063, 0.35219)
O (1.51222, -4.80258, 1.10784)
C (1.61139, -4.34749, 2.46518)
P (-0.93718, -4.55294, -2.38995)
O (-0.57591, -5.69919, -1.45124)
C (-2.41327, -2.61993, -0.12278)
Br (-2.19312, -4.19498, 1.09503)
C (-3.82996, -2.75160, -0.82356)
C (-4.95507, -2.24525, 0.19007)
Br (-4.34447, -4.64452, -1.22781)
H (-4.00869, 6.32023, -0.36024)
H (-2.90001, 7.52106, 0.33496)
H (-3.19211, 7.50060, -1.42210)
H (-0.97087, 6.32468, -0.23916)
H (-2.13781, 4.91474, -0.18733)
H (-2.62303, 5.24846, -2.63253)
H (-1.45761, 6.57279, -2.80235)
H (-0.44635, 3.91146, -1.72651)
H (0.49279, 5.05289, -2.71091)
H (-1.22251, 4.36584, -4.63088)
H (-0.02507, 3.10652, -4.19579)
H (-2.26858, 2.96231, -2.26747)
H (-2.98655, 3.06190, -3.88496)
H (-2.86764, 0.72078, -3.73874)
H (-1.38855, 1.10743, -4.64661)
H (-1.11151, 0.33200, 0.21489)
H (-1.39016, 1.92036, -0.50722)
H (-3.42626, 0.26713, 0.51952)
H (-3.65929, 0.03629, -1.21577)
H (-3.32364, 2.80021, -0.25025)
H (-4.34131, 2.14806, -1.38593)
H (0.82358, 1.93432, -2.54225)
H (1.43905, 0.70603, -1.41340)
H (2.83228, -1.36213, -3.99490)
H (1.29619, -1.80564, -3.53292)
H (2.74422, 1.92330, -3.85740)
H (3.35553, 1.05221, -2.65838)
H (0.70411, -0.47559, -5.16205)
H (1.86812, 0.57806, -5.50402)
H (0.35694, -2.68775, 0.69753)
H (0.96202, -1.28220, -0.19564)
H (2.66949, -2.45447, -1.05980)
H (1.71675, -3.81243, -1.66801)
H (3.14108, -4.82710, -0.13652)
H (3.15000, -3.45809, 0.99068)
H (2.59719, -4.62700, 2.91031)
H (0.78717, -4.73385, 3.09106)
H (1.57289, -3.23082, 2.52762)
H (-2.14859, -4.73684, -3.12466)
H (0.09464, -4.49022, -3.39680)
H (-2.34154, -1.75218, 0.56097)
H (-3.91093, -2.16970, -1.75920)
H (-5.67209, -3.04287, 0.44355)
H (-5.42756, -1.32219, -0.19159)
H (-4.41675, -1.96329, 1.12180)
C (-3.42081, 5.75540, -9.00835)
C (-3.44654, 4.45615, -8.22156)
O (-3.33824, 4.63656, -6.81940)
C (-4.35586, 5.40876, -6.20447)
C (-5.75013, 4.83241, -6.37982)
H (-2.50455, 6.31113, -8.79671)
H (-3.46844, 5.55116, -10.07936)
H (-4.26152, 6.40308, -8.75513)
H (-2.59116, 3.84658, -8.51663)
H (-4.34057, 3.87108, -8.46094)
H (-4.31198, 6.44405, -6.55913)
H (-4.11472, 5.43740, -5.13939)
H (-6.04553, 4.78739, -7.42912)
H (-6.48222, 5.44621, -5.85240)
H (-5.79506, 3.81610, -5.98275)
C (7.20883, -4.22833, 5.41554)
C (5.74396, -3.87799, 5.21780)
O (4.92953, -4.99323, 4.90043)
C (4.88813, -6.03433, 5.86292)
C (4.36916, -5.59068, 7.22009)
H (7.60961, -4.71002, 4.52092)
H (7.79022, -3.32748, 5.62026)
H (7.35505, -4.91600, 6.24979)
H (5.65801, -3.18549, 4.37859)
H (5.34404, -3.35441, 6.09289)
H (5.87301, -6.50457, 5.95407)
H (4.21935, -6.79616, 5.45882)
H (5.00745, -4.83072, 7.67453)
H (4.32260, -6.44015, 7.90331)
H (3.36854, -5.16397, 7.12507)
C (2.86109, -1.58373, 7.02983)
C (1.84206, -1.26679, 8.11066)
O (2.07215, -1.95434, 9.32861)
C (3.31383, -1.70220, 9.96402)
C (3.52658, -0.24417, 10.33294)
H (2.88158, -2.65744, 6.82834)
H (2.61251, -1.05745, 6.10637)
H (3.87027, -1.28715, 7.32130)
H (0.85371, -1.57651, 7.76791)
H (1.78309, -0.18787, 8.28877)
H (4.13798, -2.07437, 9.34534)
H (3.31705, -2.30335, 10.87489)
H (3.53909, 0.40289, 9.45442)
H (4.47807, -0.12051, 10.85287)
H (2.72381, 0.10461, 10.98555)

The following is a DFT calculation (ωB97M-V/def2-TZVPD) of a single C2H7NO2S2 molecule in a non-equilibrium geometry.

* Kohn-Sham gap: 9.07 eV
* total charge: 0
* E_LUMO: 0.1 eV
* total energy: -29440.862 eV
* energy above the lowest of the compared OMol25 structures with the same formula, charge and spin: 66.1 kcal per mole

Geometry (Å):
C (-0.67617, -1.29158, -0.53532)
C (-1.01671, 0.24623, -0.12026)
N (-0.58259, 0.45322, 1.24870)
O (1.92477, 1.18501, 0.70601)
O (-0.35090, 1.10919, -0.99853)
S (1.08292, -1.74164, -0.21630)
S (2.43494, 0.04015, 0.02273)
H (-0.75868, -1.43639, -1.64576)
H (-1.21422, -1.93844, 0.15307)
H (-2.07938, 0.49066, -0.21110)
H (-0.83089, -0.34851, 1.84375)
H (-0.64848, 1.36710, 1.60623)
H (0.54069, 1.33422, -0.56759)
H (2.17469, 0.53077, -1.28565)

The following is a DFT calculation (ωB97M-V/def2-TZVPD) of a single C2H6F2NOP molecule in a non-equilibrium geometry.

* Kohn-Sham gap (alpha / beta): 5.82 / 7.34 eV
* total charge: 0
* spin multiplicity: 3
* E_LUMO (alpha / beta): 0.9 / -3.3 eV
* total energy: -20428.774 eV
* energy above the lowest of the compared OMol25 structures with the same formula, charge and spin: 30.3 kcal per mole

Geometry (Å):
C (0.83413, 1.18068, 0.27117)
C (0.50693, -1.03338, -0.43130)
N (-0.05370, 0.29338, -0.41151)
O (0.70059, -1.53717, 0.86649)
F (-2.36565, -0.27073, -1.10862)
F (-2.10586, 1.66866, 0.15274)
P (-1.66654, 0.18046, 0.30004)
H (1.67780, 1.15699, -0.42520)
H (0.41186, 2.16923, 0.27932)
H (0.98231, 0.71880, 1.24140)
H (-0.05847, -1.79059, -0.88689)
H (1.25757, -1.02672, -1.13569)
H (-0.12100, -1.70960, 1.28803)

Q: Which value of total charge does entry 2 give?
A: 0

Q: What is the total energy in the second record?
A: -215701.427 eV